DFT (the ωB97M-V functional and the def2-TZVPD basis) results for C29H21Cl3N2O2PS3Tc as an isolated structure in a non-equilibrium geometry.

Values from the calculation:
Energy relative to the best compared isomer or geometry (same formula, charge and spin) ... 403.7 kcal/mol
Total charge ... -1
LUMO level (alpha / beta) ... 2.0112 / 0.9522 eV
Kohn-Sham gap (alpha / beta) ... 6.1 / 5.1 eV
2S+1 ... 4
HOMO energy (alpha / beta) ... -4.09 / -4.13 eV

Element x y z (Å)
Tc  -1.6432  0.8433  1.2687
Cl  -1.0208  2.3405  3.4241
C  0.6030  2.9361  3.0738
C  1.0384  3.9999  3.8417
C  2.2954  4.5327  3.5975
C  3.0931  3.9974  2.5992
C  2.6386  2.9239  1.8485
C  1.3814  2.3639  2.0692
P  0.7259  1.0007  1.0359
C  1.7437  1.0245  -0.4558
C  1.5245  2.0218  -1.4041
C  2.3101  2.0634  -2.5454
C  3.2982  1.1093  -2.7507
C  3.5063  0.1085  -1.8129
C  2.7322  0.0666  -0.6622
C  1.1504  -0.4935  1.9573
C  1.6515  -0.4305  3.2298
C  1.5868  -1.5275  4.1092
C  0.8430  -2.6743  3.7452
C  0.3363  -2.7972  2.4959
C  0.6087  -1.8020  1.4051
H  0.3953  4.4113  4.6071
H  2.6424  5.3713  4.1866
H  4.0695  4.4183  2.3988
H  3.2611  2.5094  1.0654
H  0.7304  2.7433  -1.2561
H  2.1383  2.8359  -3.2841
H  3.9023  1.1414  -3.6489
H  4.2688  -0.6423  -1.9753
H  2.8952  -0.7122  0.0717
H  2.0736  0.4977  3.5986
H  2.0263  -1.4498  5.0945
H  0.6549  -3.4427  4.4855
H  -0.2715  -3.6492  2.2164
H  1.4481  -2.2235  0.8318
S  -7.0587  0.2199  -1.6940
C  -5.4527  0.6643  0.9240
S  -4.3252  0.6599  2.1228
S  -5.4032  0.1741  -0.6329
Cl  -2.9653  -0.7771  -1.8294
C  -2.2121  -2.3886  -1.0816
C  -2.9903  -3.4556  -1.4561
C  -2.4698  -4.7407  -1.3971
C  -1.1281  -4.8640  -1.0733
C  -0.4020  -3.7877  -0.6056
Cl  1.3244  -4.1201  -0.4179
C  -0.9935  -2.4990  -0.2975
N  -0.5569  -1.5803  0.5690
H  -3.9946  -3.2773  -1.8086
H  -3.0614  -5.5932  -1.6968
H  -0.6157  -5.8106  -1.1902
O  -1.3994  2.4649  -1.7952
C  -1.4578  1.5555  -2.6151
C  -1.0477  1.5137  -4.1136
C  -1.6185  0.0676  -4.2272
C  -1.9646  0.2573  -2.7857
O  -3.6621  -1.4490  -2.9899
N  -2.2763  0.2481  -0.0320
H  0.0252  1.5990  -4.2889
H  -1.5897  2.2550  -4.7013
H  -0.8790  -0.7065  -4.4438
H  -2.4634  -0.0461  -4.9044

DFT (the ωB97M-V functional and the def2-TZVPD basis) results for C15H7Cl5NOPtS4 as an isolated structure in a non-equilibrium geometry.

Values from the calculation:
Energy relative to the best compared isomer or geometry (same formula, charge and spin) ... 9.0 kcal/mol
Total charge ... -1
LUMO level ... 2.4750 eV
Kohn-Sham gap ... 7.2 eV
HOMO energy ... -4.69 eV

Element x y z (Å)
Pt  1.1373  0.2506  0.3142
Cl  4.1343  0.6199  -1.2901
C  3.8566  -0.8809  -0.4628
C  2.6719  -1.0888  0.2586
C  2.5935  -2.3583  0.8625
Cl  1.3362  -2.6694  2.0084
C  3.5437  -3.3623  0.6877
Cl  3.3544  -4.9094  1.4361
C  4.6736  -3.1198  -0.0834
Cl  5.8553  -4.3568  -0.3259
C  4.8375  -1.8621  -0.6434
Cl  6.2533  -1.5497  -1.5876
S  2.2767  2.2605  0.8935
C  0.6824  2.8405  0.6868
N  -0.1877  1.9366  0.2894
C  -1.4673  2.4488  0.1690
C  -2.6133  1.7638  -0.2314
C  -3.8070  2.4544  -0.3133
C  -3.8828  3.8160  -0.0109
C  -2.7514  4.5101  0.3780
C  -1.5515  3.8172  0.4641
S  0.0180  4.4299  0.9218
H  -2.5582  0.7152  -0.4622
H  -4.7014  1.9243  -0.6148
H  -4.8313  4.3325  -0.0815
H  -2.7975  5.5660  0.6112
C  -2.5721  -2.8171  -1.1893
O  -2.5625  -2.1981  0.0934
C  -1.4871  -1.4754  0.4686
S  -1.4738  -0.8186  1.9797
S  -0.2115  -1.2819  -0.7047
H  -3.5190  -3.3494  -1.2485
H  -1.7414  -3.5165  -1.2898
H  -2.5078  -2.0719  -1.9837

DFT (the ωB97M-V functional and the def2-TZVPD basis) results for C37H43BaBr2F2GeN5O7P2S as an isolated structure in a non-equilibrium geometry.

Values from the calculation:
Energy relative to the best compared isomer or geometry (same formula, charge and spin) ... 29.4 kcal/mol
Total charge ... 0
LUMO level ... -0.1896 eV
Kohn-Sham gap ... 6.8 eV
HOMO energy ... -6.97 eV

Element x y z (Å)
Ba  -0.4907  -0.7296  0.5739
C  0.8896  -3.9070  -1.6539
C  0.0171  -3.0217  -2.4828
C  -0.4078  -3.4770  -3.7508
C  -1.2959  -2.7331  -4.4730
C  -1.7740  -1.5220  -3.9373
C  -2.7905  -0.7450  -4.5229
Br  -3.5483  -1.2307  -6.2005
C  -3.2933  0.3436  -3.8649
C  -2.7295  0.7589  -2.6633
Br  -3.6250  2.1659  -1.7635
C  -1.6046  0.1620  -2.0808
O  -0.9556  0.6188  -1.0770
C  -1.2172  -1.0895  -2.6998
N  -0.3522  -1.8522  -2.0044
H  0.8927  -4.9199  -2.0505
H  0.5220  -3.9134  -0.6297
H  1.9102  -3.5249  -1.6445
H  -0.0455  -4.4228  -4.1299
H  -1.6567  -3.0685  -5.4361
H  -4.1288  0.8933  -4.2714
N  -4.0282  -1.7669  2.0826
C  -2.9118  -1.5252  3.0312
C  -3.3401  -1.7146  4.4592
P  -2.2723  0.1263  2.5133
O  -2.9541  1.1288  3.5960
O  -2.9649  0.3142  1.1912
O  -0.8020  0.2586  2.5544
P  -1.5756  -2.6165  2.3938
O  -2.2620  -4.0514  2.8066
O  -0.2470  -2.4837  3.0226
O  -1.7158  -2.4667  0.9168
H  -3.8746  -0.9068  1.4117
H  -4.9494  -1.7719  2.5178
H  -3.8458  -2.6273  1.5522
H  -4.1080  -0.9867  4.7320
H  -2.4876  -1.5716  5.1198
H  -3.7225  -2.7277  4.6064
H  -3.3511  1.8567  3.1213
H  -1.5733  -4.6279  3.1270
N  3.6795  0.3274  1.0787
C  3.0939  -0.8226  1.4496
S  2.3182  -1.7957  0.3239
N  3.1854  -1.2832  2.7144
C  3.9440  -0.8880  3.8111
C  3.6224  -1.4480  5.0505
C  4.3327  -1.1064  6.1852
C  5.3947  -0.2190  6.1023
C  5.7540  0.2917  4.8662
C  5.0423  -0.0335  3.7247
H  3.5224  0.5760  0.1093
H  3.6353  1.0905  1.7500
H  2.5678  -2.0698  2.8827
H  2.8164  -2.1663  5.1071
H  4.0606  -1.5388  7.1373
H  5.9418  0.0632  6.9901
H  6.6014  0.9575  4.7920
H  5.3553  0.3520  2.7690
F  2.0803  0.7971  -2.0016
C  1.3243  1.9008  -2.3081
F  2.1488  2.7029  -3.0415
H  0.5145  1.5716  -2.9622
C  2.2406  2.3535  6.3519
C  1.1989  1.8537  5.3411
C  0.7253  0.4464  5.7259
C  0.0113  2.8205  5.2327
C  1.8103  1.7966  4.0351
N  2.3067  1.7932  3.0037
H  1.7911  2.4028  7.3421
H  2.6012  3.3422  6.0761
H  3.0818  1.6638  6.3911
H  0.1668  0.4954  6.6607
H  1.5753  -0.2205  5.8590
H  0.0865  0.0355  4.9461
H  -0.3940  3.0216  6.2219
H  -0.7687  2.3781  4.6161
H  0.3228  3.7613  4.7829
Ge  0.8669  2.7748  -0.5392
C  2.3259  4.1312  -0.3681
C  3.2101  4.0909  0.7031
C  4.2389  5.0108  0.8139
C  4.4007  5.9918  -0.1501
C  3.5140  6.0610  -1.2114
C  2.4871  5.1395  -1.3148
C  -0.8338  3.7456  -0.4856
C  -1.1630  4.6285  -1.5066
C  -2.3182  5.3850  -1.4415
C  -3.1626  5.2606  -0.3530
C  -2.8447  4.3750  0.6635
C  -1.6806  3.6300  0.6059
H  1.0086  1.6942  0.5154
H  3.0823  3.3354  1.4663
H  4.9142  4.9575  1.6572
H  5.2116  6.7017  -0.0768
H  3.6223  6.8321  -1.9616
H  1.8175  5.2050  -2.1613
H  -0.5222  4.7015  -2.3770
H  -2.5591  6.0711  -2.2387
H  -4.0783  5.8316  -0.3160
H  -3.5170  4.2613  1.5010
H  -1.4413  2.9191  1.3864

DFT (the ωB97M-V functional and the def2-TZVPD basis) results for a 5-piece molecular cluster, C15H40O5 overall in a non-equilibrium geometry.

Values from the calculation:
Energy relative to the best compared isomer or geometry (same formula, charge and spin) ... 2.4 kcal/mol
Total charge ... 0
LUMO level ... 0.7087 eV
Kohn-Sham gap ... 10.2 eV
HOMO energy ... -9.51 eV
SMILES ... CC(C)O.CC(C)O.CC(C)O.CC(C)O.CC(C)O

Element x y z (Å)
C  -17.1109  18.7048  -20.3377
C  -16.0955  17.9090  -19.5441
C  -14.6790  18.1554  -20.0445
O  -16.1616  18.3010  -18.1615
H  -16.8538  18.6528  -21.4060
H  -17.0394  19.7769  -20.1372
H  -18.1357  18.3609  -20.2276
H  -16.3448  16.8507  -19.5927
H  -13.9767  17.5289  -19.4992
H  -14.4147  19.2076  -19.9026
H  -14.6108  17.9851  -21.1212
H  -15.8651  19.2247  -18.0983
C  -19.8476  20.4204  -15.2135
C  -18.6405  19.5267  -15.3878
C  -18.8274  18.1083  -14.8950
O  -18.2930  19.5622  -16.7981
H  -19.9166  20.8864  -14.2320
H  -20.7554  19.8195  -15.3483
H  -19.8905  21.2115  -15.9597
H  -17.7850  19.9654  -14.8511
H  -17.9140  17.5242  -15.0232
H  -19.6383  17.5946  -15.4179
H  -19.1125  18.1451  -13.8408
H  -17.8414  18.7342  -17.0152
C  -18.4801  25.5243  -14.1099
C  -18.3105  24.3215  -15.0159
C  -17.6943  23.1258  -14.3035
O  -19.5544  23.9003  -15.5782
H  -18.6270  26.4313  -14.7009
H  -17.5506  25.6642  -13.5491
H  -19.3100  25.4324  -13.4119
H  -17.5885  24.6102  -15.7969
H  -18.3099  22.8375  -13.4450
H  -16.7193  23.4097  -13.9020
H  -17.5759  22.2611  -14.9521
H  -19.8246  24.5637  -16.2203
C  -15.1210  22.3117  -19.2811
C  -16.1163  22.3332  -18.1566
C  -17.5190  22.6239  -18.6738
O  -16.0675  21.0432  -17.5288
H  -14.0902  22.0935  -19.0124
H  -15.1575  23.2632  -19.8286
H  -15.4244  21.6060  -20.0654
H  -15.8188  23.0839  -17.4152
H  -18.2964  22.2362  -18.0115
H  -17.6793  22.1804  -19.6582
H  -17.6891  23.7010  -18.7552
H  -16.8830  20.8649  -17.0376
C  -14.8691  18.7267  -14.8777
C  -14.3593  17.4105  -15.4230
C  -13.8455  16.5296  -14.3192
O  -15.3726  16.7073  -16.1098
H  -15.3057  19.3547  -15.6620
H  -14.0659  19.2826  -14.3861
H  -15.6765  18.5979  -14.1456
H  -13.5272  17.6779  -16.0972
H  -14.6361  16.4139  -13.5738
H  -12.9373  16.9399  -13.8780
H  -13.6010  15.5321  -14.6866
H  -15.6477  17.2401  -16.8749

DFT (the ωB97M-V functional and the def2-TZVPD basis) results for a 2-piece molecular cluster, C4H12N2O2 overall in a non-equilibrium geometry.

Values from the calculation:
Energy relative to the best compared isomer or geometry (same formula, charge and spin) ... 64.3 kcal/mol
Total charge ... 0
LUMO level ... 0.6242 eV
Kohn-Sham gap ... 10.0 eV
HOMO energy ... -9.40 eV
SMILES ... CCNCC(N)=O.O

Element x y z (Å)
C  2.3012  -0.1789  -0.3296
C  1.0807  -1.1422  -0.3442
N  -0.2158  -0.3490  -0.2748
C  -0.7795  -1.0281  0.9540
C  -2.0943  -0.3153  1.4713
N  -2.8705  0.1884  0.4092
O  -2.4366  -0.1873  2.5910
H  2.3679  0.3177  0.5973
H  3.1946  -0.4665  -0.6564
H  2.0820  0.6886  -1.0686
H  0.9575  -1.7717  -1.2127
H  1.1336  -1.9326  0.5245
H  0.0174  0.6507  -0.1813
H  -1.0230  -2.0410  0.6447
H  -0.1732  -1.0240  1.8781
H  -2.6286  -0.0742  -0.6006
H  -3.6052  0.8580  0.6873
O  0.9341  2.5414  -1.3542
H  0.1327  2.6131  -1.6812
H  1.6249  2.6530  -2.0538

DFT (the ωB97M-V functional and the def2-TZVPD basis) results for C24H55CsN6O3PSi2 as an isolated structure in a non-equilibrium geometry.

Values from the calculation:
Energy relative to the best compared isomer or geometry (same formula, charge and spin) ... 41.7 kcal/mol
Total charge ... -1
LUMO level (alpha / beta) ... 2.0533 / 1.0526 eV
Kohn-Sham gap (alpha / beta) ... 5.2 / 0.9 eV
HOMO energy (alpha / beta) ... -3.17 / 0.14 eV

Element x y z (Å)
Cs  8.3478  8.9140  12.5570
N  6.6580  6.3664  12.0759
C  6.7212  5.7770  10.7327
C  8.1407  5.6863  10.3001
N  8.7050  6.9769  9.9055
C  10.1279  6.6566  9.6567
C  10.9899  6.5859  10.9209
N  11.1872  7.9379  11.4507
C  8.0560  7.5668  8.7373
C  7.5082  8.9797  9.0156
N  8.5493  9.8145  9.6206
H  7.2847  5.8715  12.7219
H  5.7331  6.1725  12.4884
H  6.1104  6.4239  10.0612
H  6.3040  4.7859  10.6956
H  8.1290  4.9815  9.4074
H  8.7804  5.2080  11.0800
H  10.5608  7.3399  8.9284
H  10.1979  5.6407  9.2134
H  11.9622  6.0777  10.6830
H  10.5133  5.9606  11.6577
H  10.9917  8.6262  10.6742
H  12.2089  8.0548  11.6481
H  7.2136  7.0091  8.3039
H  8.8745  7.6478  7.9715
H  6.6250  9.0050  9.7663
H  7.1694  9.5061  8.0963
H  8.1383  10.7400  9.8380
H  9.1850  10.0438  8.8530
C  8.8617  6.5836  15.4989
Si  7.4448  7.6465  16.1520
C  7.4169  7.4610  18.0207
C  5.8562  6.9696  15.3814
N  7.8604  9.2878  15.6739
C  7.4139  10.3360  16.2789
C  6.3995  10.4785  17.3127
C  6.5569  11.3087  18.3632
C  7.6976  12.1530  18.4385
C  8.3499  12.4447  17.2356
C  8.1405  11.6270  16.0677
N  8.4638  11.9793  14.8258
Si  9.1123  13.5851  14.4499
C  8.2613  15.0650  15.3322
C  10.9298  13.5395  14.9606
C  8.8240  13.9948  12.6385
H  8.9514  5.6355  16.1132
H  9.8712  7.0639  15.5976
H  8.6860  6.3028  14.4461
H  8.3295  7.9850  18.3744
H  7.4718  6.4448  18.5022
H  6.5396  8.0077  18.4018
H  6.0650  5.8842  15.0939
H  5.5498  7.6236  14.4936
H  5.0336  7.0372  16.0823
H  5.5715  9.7702  17.2540
H  5.7483  11.3018  19.1345
H  7.9333  12.7091  19.3575
H  8.9706  13.3664  17.1750
H  7.2415  14.8202  15.6921
H  8.1763  15.8831  14.5546
H  8.9856  15.4353  16.1009
H  11.4352  12.6030  14.6905
H  10.9434  13.6235  16.0990
H  11.5319  14.3793  14.5030
H  7.7776  14.0184  12.2967
H  9.4179  13.2951  12.0586
H  9.3176  14.9616  12.3769
C  15.9443  12.7827  10.9291
C  14.7908  11.8584  11.2448
O  14.3086  11.2799  9.9848
P  12.8466  11.6549  9.3066
O  12.6917  10.4591  8.1650
C  13.8581  9.8677  7.6217
C  13.4479  8.5753  6.8696
O  13.2814  12.8622  8.2612
C  12.4427  13.8219  7.6098
C  13.2679  14.5098  6.5477
H  16.2541  13.2540  11.8854
H  15.5597  13.5654  10.2530
H  16.8047  12.2306  10.4675
H  13.9731  12.4119  11.7524
H  15.1063  10.9948  11.7928
H  14.6290  9.7428  8.4240
H  14.3400  10.5008  6.8401
H  13.0572  7.9561  7.6989
H  14.3244  8.0949  6.4140
H  12.6560  8.7254  6.1121
H  12.2074  14.5705  8.3762
H  11.5623  13.3256  7.1367
H  14.2334  14.8553  6.9795
H  12.7946  15.3887  6.1501
H  13.5319  13.7446  5.7974